# C27H56Cl4N6O2P

3 unconnected molecules or ions with the total composition C27H56Cl4N6O2P (ωB97M-V/def2-TZVPD, the OMol25 dataset).

```
96
Properties=species:S:1:pos:R:3
C -6.208 -3.711 3.343
H 3.962 2.708 -1.826
N -1.008 -2.275 1.368
C -0.734 -2.134 -2.525
C -1.351 1.927 2.759
C 1.814 2.183 -5.377
Cl 1.671 0.961 0.147
C -0.792 2.369 -1.883
H -4.374 -2.974 1.594
H -1.123 1.828 3.819
H 5.217 1.778 0.157
C 7.643 4.389 -0.584
P -3.368 1.338 -1.937
H 1.421 2.481 -6.347
H -3.488 -0.021 -1.586
C -4.478 -3.357 5.862
H -1.594 -3.457 -1.049
C 0.052 1.217 0.748
H 2.196 1.163 -5.462
H 2.665 2.824 -5.159
H 8.119 4.762 -1.495
H 4.654 2.490 -3.436
C 8.487 3.239 -0.027
N -5.158 -2.711 3.479
H -5.923 -4.689 3.759
H 8.404 2.341 -0.641
H -3.362 -2.073 2.706
H 8.209 2.981 0.995
O -0.222 -2.628 2.137
H 1.098 2.986 -3.486
H 4.428 2.525 1.543
H -0.164 2.731 -4.706
C -4.010 -2.952 2.629
H -2.896 0.204 0.863
H -5.746 -1.756 5.219
Cl -0.579 0.053 -4.850
H 0.096 -1.557 -0.714
H -2.593 -4.155 3.786
H -7.461 -3.226 5.059
H 0.676 -3.592 -0.249
N 6.252 4.117 -0.914
N -0.055 -1.137 -1.626
C 0.501 -4.004 -1.248
H -1.182 3.006 -2.675
C 5.304 2.581 0.892
Cl -2.373 3.222 0.104
H -3.471 -3.740 5.706
H 6.378 2.134 -1.705
N -4.599 2.252 -1.861
C -1.848 1.886 -0.905
H -3.816 -5.105 2.936
O -1.400 -0.910 1.642
C -3.181 -4.221 2.872
H -2.484 -4.387 2.047
H -2.318 -1.086 -0.189
H -0.176 -2.221 -3.451
C 1.721 -3.770 -2.146
H -1.176 -4.189 -2.583
H 1.451 -3.787 -3.205
H -4.514 -2.933 6.867
C -0.090 1.716 1.975
H -7.820 -2.295 3.598
C -4.868 -2.283 4.841
N -0.280 1.080 -2.378
C 6.090 3.159 -1.990
H 5.579 4.728 0.940
C 0.409 0.957 -3.672
H -2.716 1.310 -3.183
H -2.121 1.199 2.517
H 0.382 -5.079 -1.102
H -6.359 -3.867 2.271
C 0.748 2.315 -4.275
H 6.775 3.456 -2.787
Cl 1.320 2.170 2.860
H -1.737 2.933 2.601
H 4.343 4.125 -2.821
H 7.656 5.222 0.123
H 2.220 -2.821 -1.938
C -1.075 0.730 -0.185
H 0.009 2.909 -1.367
H 6.180 2.379 1.506
C -1.995 -0.309 0.511
C 5.344 3.952 0.209
H -4.078 -1.529 4.782
H -8.305 -3.992 3.722
H -1.730 -1.767 -2.780
C -7.522 -3.276 3.971
H 4.332 4.180 -0.139
H 1.321 0.382 -3.496
C -0.824 -3.483 -1.826
H -5.168 -4.201 5.840
H -5.453 1.856 -1.490
C -0.434 0.139 -1.469
H 2.460 -4.558 -2.000
H 9.538 3.531 -0.014
C 4.674 3.121 -2.546
```

E_LUMO (eV): -3.7417
HOMO-LUMO gap (eV): 6.1432
Total charge: +1
Strongest force on any atom (eV Å⁻¹): 0.83
Highest occupied orbital energy (eV): -9.88